ORCA calculation (the ωB97M-V functional and the def2-TZVPD basis) on a molecular structure, C3H3ClOS in a non-equilibrium geometry.

Results
Kohn-Sham gap	0.3161	Eh
energy relative to the best compared isomer or geometry (same formula, charge and spin)	280.0	kJ/mol
energy	-28561.2818	eV
spin multiplicity	1
charge	0

Each line ends with the Löwdin charge.
Geometry (Å):
C  -0.02  -0.42  -0.43  -0.32
C  0.81  0.82  -0.31  -0.34
C  2.24  -1.68  -1.12  -0.94
O  1.66  1.12  -1.08  0.05
S  0.73  -1.55  -1.81  0.82
Cl  3.29  -2.53  -2.14  0.51
H  -1.00  -0.33  -0.59  0.03
H  0.07  -1.09  0.37  0.05
H  0.50  1.35  0.67  0.15